1.
This record from the OMol25 dataset describes one molecule with the formula C6H9NO2. The level of theory is ωB97M-V with the def2-TZVPD basis set.

Results
**Multiplicity**: 1
**DFT total energy**: -439.01414 Eh
**HOMO-LUMO gap**: 9.38 eV
**Molecular weight**: 127.1 g/mol
**SMILES**: O[C@H]1C=NO[C@@H]2C[C@H]2C1
**ΔE to the lowest compared entry with this formula, charge and spin**: 164.5 kcal/mol

The geometry in XYZ format:
```
18
Properties=species:S:1:pos:R:3:mulliken_charge:R:1
O -2.474 -0.486 0.538 -0.559
C -1.469 -0.351 -0.335 0.190
C -1.031 1.111 -0.357 -0.028
N -0.080 1.763 -0.153 -0.370
O 1.266 1.485 0.284 -0.212
C 1.441 0.178 0.503 -0.080
C 2.308 -0.994 -0.106 -0.647
C 0.890 -0.861 -0.551 -0.313
C -0.404 -1.378 0.023 -0.520
H -3.449 -0.441 0.282 0.354
H -1.767 -0.704 -1.299 0.241
H -2.016 1.634 -0.588 0.255
H 1.146 -0.070 1.629 0.244
H 3.473 -0.921 -0.631 0.234
H 2.438 -1.690 0.695 0.254
H 0.788 -0.355 -1.558 0.415
H -0.174 -1.605 1.225 0.263
H -0.625 -2.410 -0.316 0.280
```


2.
This record from the OMol25 dataset describes one molecule with the formula C3H3FOS3. The level of theory is ωB97M-V with the def2-TZVPD basis set.

Results
**Multiplicity**: 1
**DFT total energy**: -1485.74430 Eh
**HOMO-LUMO gap**: 8.20 eV
**Molecular weight**: 170.3 g/mol
**SMILES**: O=C(S)[C@H](F)C(=S)S

The geometry in XYZ format:
```
11
Properties=species:S:1:pos:R:3:mulliken_charge:R:1
O -1.464 0.611 1.557 -0.481
C -0.333 0.213 1.400 0.519
S 1.142 0.987 1.966 -0.201
C 0.041 -0.909 0.439 -0.127
F 1.401 -1.187 0.481 -0.288
C -0.375 -0.477 -1.002 0.130
S -1.890 -0.832 -1.693 -0.124
S 0.928 0.587 -1.663 -0.101
H 0.542 2.077 2.531 0.173
H -0.501 -1.807 0.694 0.330
H 0.190 0.689 -2.801 0.169
```


3.
This record from the OMol25 dataset describes an isolated ion of composition C5H13N2O and charge +1. The level of theory is ωB97M-V with the def2-TZVPD basis set.

Results
**Multiplicity**: 1
**DFT total energy**: -382.78783 Eh
**HOMO-LUMO gap**: 9.80 eV
**Molecular weight**: 117.2 g/mol
**SMILES**: C[C@H](C=O)NCC[NH3+]
**ΔE to the lowest compared entry with this formula, charge and spin**: 46.3 kcal/mol
**Net charge**: +1

The geometry in XYZ format:
```
21
Properties=species:S:1:pos:R:3:mulliken_charge:R:1
C -1.150 -0.984 -1.955 -1.289
C -1.164 -1.026 -0.446 0.300
C -1.813 0.264 0.139 -0.222
O -1.701 1.371 -0.309 -0.494
N 0.139 -1.062 0.213 -0.257
C 1.143 -0.134 -0.237 -0.829
C 1.782 0.554 0.990 -0.756
N 0.764 1.567 1.564 -0.102
H -0.145 -1.027 -2.389 0.310
H -1.561 -1.897 -2.395 0.354
H -1.647 -0.145 -2.432 0.330
H -1.735 -1.859 -0.044 0.501
H -2.330 0.068 1.105 0.359
H 0.505 -1.967 0.432 0.243
H 1.919 -0.627 -0.830 0.465
H 0.757 0.661 -0.881 0.487
H 1.877 -0.241 1.721 0.332
H 2.695 1.109 0.823 0.385
H 0.529 1.306 2.506 0.345
H -0.052 1.586 0.962 0.147
H 1.189 2.482 1.462 0.392
```


4.
This record from the OMol25 dataset describes a 2-piece molecular cluster, C2H5IN2 overall. The level of theory is ωB97M-V with the def2-TZVPD basis set.

Results
**Multiplicity**: 1
**DFT total energy**: -486.21994 Eh
**HOMO-LUMO gap**: 9.24 eV
**Molecular weight**: 184.0 g/mol
**ΔE to the lowest compared entry with this formula, charge and spin**: 86.1 kcal/mol

The geometry in XYZ format:
```
10
Properties=species:S:1:pos:R:3:mulliken_charge:R:1
C -1.774 -0.019 -0.365 -0.341
C -1.073 1.194 -0.118 -0.158
N -0.390 0.108 0.079 0.299
N 0.740 -0.397 0.352 -0.727
I 4.159 -0.585 -0.144 -0.166
H -2.525 -0.569 0.322 0.190
H -1.873 -0.353 -1.316 0.240
H -1.084 2.221 0.372 0.276
H 1.013 -1.259 0.033 0.232
H 2.807 -0.341 0.785 0.154
```


5.
This record from the OMol25 dataset describes one molecule with the formula C2H6N4O. The level of theory is ωB97M-V with the def2-TZVPD basis set.

Results
**Multiplicity**: 1
**DFT total energy**: -373.93628 Eh
**HOMO-LUMO gap**: 9.66 eV
**Molecular weight**: 102.1 g/mol
**SMILES**: [H]/N=C/NN/C=N/O
**ΔE to the lowest compared entry with this formula, charge and spin**: 109.2 kcal/mol

The geometry in XYZ format:
```
13
Properties=species:S:1:pos:R:3:mulliken_charge:R:1
H 0.736 0.376 2.906 0.237
N 0.863 0.230 1.869 -0.587
C 0.261 -0.796 1.518 0.058
N 0.437 -1.204 0.191 -0.278
N 1.066 -0.475 -0.835 -0.338
C 0.233 0.618 -1.277 -0.101
N -1.036 0.504 -1.032 -0.307
O -1.719 1.595 -1.477 -0.430
H -0.429 -1.529 2.020 0.316
H -0.292 -1.711 -0.132 0.277
H 1.943 -0.179 -0.495 0.317
H 0.635 1.509 -1.666 0.439
H -2.699 1.062 -1.591 0.397
```


6.
This record from the OMol25 dataset describes one molecule with the formula C2H2N2O. The level of theory is ωB97M-V with the def2-TZVPD basis set.

Results
**Multiplicity**: 1
**DFT total energy**: -262.01032 Eh
**HOMO-LUMO gap**: 9.07 eV
**Molecular weight**: 70.1 g/mol
**SMILES**: [H]/N=N/C=C=O
**ΔE to the lowest compared entry with this formula, charge and spin**: 96.4 kcal/mol

The geometry in XYZ format:
```
7
Properties=species:S:1:pos:R:3:mulliken_charge:R:1
H -0.383 -1.749 -1.223 0.212
N -0.181 -1.047 -0.547 -0.246
N -0.167 0.189 -0.811 -0.074
C 0.040 1.069 0.127 -0.292
C 0.444 0.358 1.315 0.250
O 0.499 -0.867 1.254 -0.239
H -0.253 2.046 -0.115 0.390
```


Number 1: LUMO 0.5 eV, HOMO level -8.852 eV, strongest force on any atom 10.05 eV/A. Number 2: LUMO -1.1 eV, HOMO level -9.268 eV, strongest force on any atom 3.43 eV/A. Number 3: LUMO -3.3 eV, HOMO level -13.110 eV, strongest force on any atom 1.87 eV/A. Number 4: LUMO 0.8 eV, HOMO level -8.479 eV, strongest force on any atom 4.19 eV/A. Number 5: LUMO 0.9 eV, HOMO level -8.735 eV, strongest force on any atom 5.75 eV/A. Number 6: LUMO -0.3 eV, HOMO level -9.418 eV, strongest force on any atom 3.93 eV/A.